The following is a quantum chemistry calculation of a cluster of 2 separate species, C2HBrN2O2 in total, from the OMol25 dataset.

## Properties
ΔE to the lowest compared entry with this formula, charge and spin: 6.2285 eV
Total energy: -79200.392 eV

Each line ends with the natural charge from an NBO analysis.
Cartesian coordinates (Å):
O: 2.16038 1.19181 -0.56282  -0.359
N: 1.80525 0.30835 0.13334  0.180
C: 0.98841 -0.41030 0.60862  -0.056
Br: 0.68189 -1.82444 1.63487  0.223
C: -1.03476 0.23066 0.12661  -0.095
N: -1.50509 0.02903 -0.91875  0.204
O: -1.65117 -0.18940 -2.08589  -0.356
H: -1.44491 0.66429 1.06402  0.259